Entry from the OMol25 dataset: the ion CH3N2OS with charge -1 (the ωB97M-V functional and the def2-TZVPD basis).

The geometry in XYZ format:
```
8
Properties=species:S:1:pos:R:3:forces:R:3
C -1.098 0.204 0.026 -0.43 -0.76 -0.12
N 0.134 0.871 0.121 1.85 -0.49 -0.03
N 1.381 -0.208 -0.016 -2.59 1.57 0.23
O 1.093 -1.406 -0.105 -1.03 -1.80 -0.10
S 2.841 0.449 -0.023 1.97 1.30 0.00
H -1.726 0.450 0.898 0.06 0.11 -0.14
H -1.641 0.528 -0.881 0.09 0.06 0.19
H -0.983 -0.889 -0.020 0.09 0.01 -0.02
```
Forces are in eV/Å.

The HOMO energy (alpha / beta) is -1.3 / -3.3 eV. As for the total charge: -1. As for the multiplicity: 3. The calculation puts the maximum force at 0.05913 hartree/bohr. For the LUMO energy (alpha / beta), the calculation gives 4.20 / 3.70 eV. Its expectation value of S² is 2.010. The relative energy (zero: lowest compared OMol25 entry of this formula, charge and spin) is 18.9 kJ/mol.

***

Entry from the OMol25 dataset: a cluster of 7 separate species, H14O7 in total (the ωB97M-V functional and the def2-TZVPD basis).

The geometry in XYZ format:
```
21
Properties=species:S:1:pos:R:3:forces:R:3
O 0.073 18.172 -8.676 -0.31 -0.06 -0.03
H 0.622 17.495 -8.262 -0.16 -0.01 0.02
H -0.605 17.667 -9.161 0.27 -0.05 0.05
O -0.490 21.252 -8.685 0.04 -0.10 0.11
H -1.425 21.027 -8.705 0.08 0.02 -0.04
H -0.037 20.415 -8.507 -0.12 0.03 -0.11
O -1.641 17.495 -6.177 -0.13 0.16 -0.05
H -1.399 17.755 -7.077 0.11 -0.03 0.19
H -1.805 18.326 -5.715 0.10 -0.09 -0.01
O 3.961 18.602 -7.771 0.00 -0.21 -0.04
H 3.366 18.199 -8.414 0.07 0.14 -0.01
H 4.802 18.147 -7.897 -0.07 0.08 0.02
O 1.100 14.602 -8.246 0.25 0.08 -0.18
H 1.649 14.012 -8.778 -0.04 0.01 0.16
H 1.723 15.038 -7.652 -0.10 -0.13 0.03
O -0.454 16.020 -10.590 0.11 0.21 -0.14
H -0.034 15.187 -10.352 -0.10 0.06 0.22
H 0.280 16.640 -10.685 -0.03 -0.14 -0.16
O -3.668 17.709 -8.737 0.00 0.10 -0.03
H -4.257 17.413 -8.034 0.14 -0.03 -0.02
H -3.230 18.484 -8.373 -0.12 -0.02 0.02
```
Forces are in eV/Å.

The HOMO energy is -11.2 eV. The calculation puts the maximum force at 0.00628 hartree/bohr. For the LUMO energy, the calculation gives -0.17 eV. Its structure (SMILES) is O.O.O.O.O.O.O. The relative energy (zero: lowest compared OMol25 entry of this formula, charge and spin) is 187.0 kJ/mol.

***

Entry from the OMol25 dataset: a cluster of 2 separate species, C4H14NO in total (the ωB97M-V functional and the def2-TZVPD basis).

The geometry in XYZ format:
```
20
Properties=species:S:1:pos:R:3:forces:R:3
C -0.452 -0.122 1.643 -0.30 0.17 -0.21
C -1.117 0.217 0.288 0.51 -1.23 1.13
N -0.035 0.613 -0.699 -1.02 0.78 0.09
C 0.727 1.869 -0.352 -0.30 0.04 -1.49
C -1.729 -1.055 -0.292 -0.46 -0.09 0.17
H -1.055 -0.849 2.180 -0.07 -0.19 -0.13
H -0.374 0.714 2.333 0.25 0.23 -0.22
H 0.528 -0.551 1.451 0.11 -0.05 0.25
H -1.817 1.025 0.487 0.04 0.27 -0.79
H 0.637 -0.165 -0.849 -0.18 0.03 0.36
H -0.561 0.714 -1.564 0.36 0.23 -0.27
H 0.585 2.610 -1.143 -0.06 -0.28 -0.15
H 0.294 2.350 0.516 0.56 -0.42 0.54
H 1.769 1.573 -0.409 0.11 0.41 0.92
H -1.084 -1.868 0.048 -0.05 -0.22 -0.65
H -1.907 -1.035 -1.371 0.55 -0.02 -0.05
H -2.724 -1.302 0.071 -0.02 0.33 0.55
H 2.013 -1.814 0.285 -0.24 0.54 0.33
H 2.604 -1.870 -1.015 0.35 0.22 -0.94
O 2.131 -1.230 -0.481 -0.15 -0.77 0.56
```
Forces are in eV/Å.

The HOMO energy is -16.3 eV. As for the total charge: +1. The calculation puts the maximum force at 0.03400 hartree/bohr. For the LUMO energy, the calculation gives -2.91 eV. The relative energy (zero: lowest compared OMol25 entry of this formula, charge and spin) is 62.0 kJ/mol.

***

Entry from the OMol25 dataset: a cluster of 2 separate species, C3H6NO2 in total (the ωB97M-V functional and the def2-TZVPD basis).

The geometry in XYZ format:
```
12
Properties=species:S:1:pos:R:3:forces:R:3
C 2.495 0.749 -0.036 0.51 -0.37 -0.32
N 3.370 -0.006 0.501 -0.42 0.58 0.74
H 2.894 1.622 -0.553 -0.19 0.03 -0.29
H 1.423 0.527 -0.101 0.06 0.22 0.29
H 2.872 -0.688 1.078 0.02 -0.48 -0.49
O -0.196 -1.049 -0.088 -0.04 -0.17 0.22
C -1.034 -0.148 -0.335 0.69 -0.13 -0.32
O -0.774 0.969 -0.844 -0.42 0.11 0.13
C -2.489 -0.464 0.024 -0.36 0.54 -0.06
H -2.756 0.114 0.915 0.05 -0.20 0.10
H -3.166 -0.099 -0.753 0.07 -0.09 -0.11
H -2.639 -1.527 0.192 0.01 -0.04 0.10
```
Forces are in eV/Å.

The HOMO energy is -4.2 eV. As for the total charge: -1. The calculation puts the maximum force at 0.02005 hartree/bohr. For the LUMO energy, the calculation gives 4.48 eV. The relative energy (zero: lowest compared OMol25 entry of this formula, charge and spin) is 89.6 kJ/mol.

***

Entry from the OMol25 dataset: an isolated molecule of C15H23N5O3 (the ωB97M-V functional and the def2-TZVPD basis).

The geometry in XYZ format:
```
46
Properties=species:S:1:pos:R:3:forces:R:3
C 1.741 -2.005 0.037 -3.14 2.83 -1.40
C 0.560 -2.493 -0.859 2.53 -2.16 -1.97
C 2.863 -1.493 -0.854 -0.88 -1.96 0.88
C 3.918 -0.859 0.076 0.67 -2.11 0.67
C 3.542 0.433 0.834 1.51 -0.61 0.45
C 3.139 2.699 0.068 -0.36 3.35 2.98
C -1.382 -1.452 0.457 2.94 -0.90 -0.72
C -2.699 -2.063 0.834 -0.44 0.43 -2.42
C -1.372 -0.219 -0.491 -1.01 -0.18 0.22
C -2.332 0.916 -0.207 0.24 0.94 -1.12
C -3.505 1.206 -0.909 0.22 -2.41 -0.13
C -1.826 1.966 0.501 2.03 1.71 1.92
C -4.058 2.452 -0.950 -0.94 -1.03 -0.23
C -2.354 3.296 0.529 -1.22 -2.83 -1.15
C -3.502 3.491 -0.254 -0.24 2.26 0.45
H 1.404 -3.691 1.107 -0.09 -0.25 -0.09
H 2.250 -2.571 1.965 -0.21 -0.04 -1.02
H 1.233 -1.186 0.620 0.70 0.48 -0.96
H 3.188 -2.434 -1.456 -0.02 1.78 1.05
H 2.322 -0.848 -1.558 0.81 0.38 0.01
H 4.775 -0.887 -0.602 0.55 1.49 0.38
H 4.328 -1.601 0.869 -1.24 0.78 -1.24
H 4.358 0.719 1.474 0.99 -0.06 0.26
H 2.773 0.408 1.623 -0.58 -0.39 -0.92
H 3.928 1.275 -0.963 -0.67 -0.14 -0.01
H 2.969 4.138 1.344 0.85 -1.41 0.05
H 2.383 4.328 -0.918 0.33 -2.02 -0.57
H 1.709 2.762 -1.368 1.95 1.30 0.40
H -1.160 -3.162 -0.782 -2.47 -1.71 -1.40
H -0.722 -1.315 1.323 -0.65 0.41 0.19
H -1.552 -0.680 -1.483 -0.03 0.64 0.42
H -0.345 0.226 -0.485 -0.73 -0.67 -0.03
H -3.996 0.350 -1.390 0.10 0.51 -0.22
H -0.865 1.730 1.066 -1.21 0.71 -0.61
H -5.004 2.480 -1.485 0.18 0.71 0.03
H -1.953 4.012 1.184 0.52 0.94 0.45
H -4.056 4.471 -0.355 1.05 -0.99 0.46
H -4.120 -1.770 2.066 1.30 0.11 -0.17
N 2.044 -2.923 1.018 1.38 -2.58 2.46
N 3.353 1.436 -0.137 0.49 -3.08 -2.75
N 3.411 3.170 1.278 -1.88 1.61 -2.28
N 2.608 3.299 -1.110 -1.87 1.38 0.91
N -0.674 -2.456 -0.362 0.47 0.99 1.82
O 0.763 -3.139 -1.933 -0.25 1.70 2.63
O -3.289 -2.778 0.044 0.11 0.36 1.46
O -3.152 -1.544 1.955 -1.79 -0.28 0.85
```
Forces are in eV/Å.

The HOMO energy is -9.0 eV. The calculation puts the maximum force at 0.08760 hartree/bohr. For the LUMO energy, the calculation gives 0.33 eV. Its structure (SMILES) is [H]/N=C(\N)NCCC[C@H](N)C(=O)N[C@@H](Cc1ccccc1)C(=O)O. The relative energy (zero: lowest compared OMol25 entry of this formula, charge and spin) is 353.9 kJ/mol.

***

Entry from the OMol25 dataset: a structure of composition C10H30BaNO8 (the ωB97M-V functional and the def2-TZVPD basis).

The geometry in XYZ format:
```
50
Properties=species:S:1:pos:R:3:forces:R:3
Ba -0.595 0.560 0.276 0.30 -0.49 1.21
N 0.275 -0.512 3.961 0.57 0.15 1.01
O 1.215 -0.939 4.619 -0.61 0.08 -0.47
O 0.433 -0.257 2.728 0.02 0.22 -1.18
O -0.843 -0.278 4.473 -0.05 -0.18 -0.44
C 0.026 -3.679 2.333 -0.07 -0.60 0.42
C 0.545 -3.032 1.080 -0.73 0.92 0.05
O -0.515 -2.195 0.483 0.22 -0.22 -0.37
H -0.086 -2.977 3.155 0.08 0.14 -0.08
H 0.686 -4.482 2.672 0.13 0.16 -0.05
H -0.948 -4.156 2.188 0.02 0.06 -0.25
H 0.901 -3.741 0.334 0.01 0.00 -0.01
H 1.304 -2.285 1.310 0.23 -0.32 0.06
H -1.177 -2.776 0.090 0.06 -0.04 0.15
C 3.171 3.023 -1.434 -0.10 -0.04 0.99
C 2.306 3.037 -0.175 0.02 -0.26 -0.20
O 1.943 1.694 0.232 0.15 0.22 -0.09
H 3.354 4.067 -1.686 0.09 -0.14 -0.45
H 2.688 2.447 -2.220 -0.12 0.29 -0.20
H 4.125 2.536 -1.224 0.08 0.12 -0.01
H 1.372 3.565 -0.358 -0.04 -0.09 -0.01
H 2.789 3.534 0.668 0.13 0.02 -0.10
H 2.768 1.282 0.520 -0.25 -0.15 0.16
C 1.965 -2.317 -2.590 0.22 0.05 -0.72
C 1.939 -1.015 -1.833 0.84 0.32 0.16
O 0.685 -0.362 -2.018 -0.62 0.36 0.46
H 1.799 -2.143 -3.661 -0.10 0.21 0.10
H 1.163 -2.980 -2.271 0.18 -0.11 0.24
H 2.941 -2.802 -2.578 -0.10 -0.11 0.44
H 2.745 -0.310 -2.081 -0.09 -0.27 -0.58
H 2.120 -1.125 -0.758 -0.61 -0.36 -0.01
H 0.477 -0.275 -2.953 0.28 -0.21 -0.07
C -1.765 3.093 -3.593 0.31 0.46 -0.55
C -0.610 2.623 -2.727 -0.76 -0.65 -1.08
O -0.850 2.826 -1.339 0.32 0.24 0.29
H -2.719 2.602 -3.410 0.09 -0.05 0.35
H -1.516 2.890 -4.640 0.03 0.00 0.06
H -1.894 4.176 -3.530 -0.10 -0.04 0.11
H 0.336 3.038 -3.086 -0.01 0.25 0.38
H -0.529 1.545 -2.882 0.08 0.04 0.31
H -0.800 3.775 -1.166 -0.19 -0.13 0.07
C -3.720 -1.747 2.513 0.22 0.48 -0.78
C -3.696 -0.214 2.534 -0.37 -0.75 0.02
O -2.390 0.295 2.291 0.24 0.09 0.02
H -4.678 -2.098 2.891 0.14 -0.21 0.17
H -2.862 -2.144 3.054 -0.24 -0.04 0.39
H -3.610 -2.111 1.485 -0.09 0.01 0.02
H -4.109 0.098 3.497 0.35 0.38 0.00
H -4.345 0.187 1.753 -0.02 0.03 0.05
H -1.812 0.062 3.072 -0.13 0.15 -0.01
```
Forces are in eV/Å.

The HOMO energy is -11.6 eV. As for the total charge: +1. The calculation puts the maximum force at 0.02867 hartree/bohr. For the LUMO energy, the calculation gives -3.07 eV. The relative energy (zero: lowest compared OMol25 entry of this formula, charge and spin) is 0.0 kJ/mol.

***

Q: Among the records above, which one has the highest relative energy (zero: lowest compared OMol25 entry of this formula, charge and spin)?
A: C15H23N5O3